150
Properties=species:S:1:pos:R:3:forces:R:3 method="wB97M-V/def2-TZVPD" e_tot_ha=-2515.58505 e_homo_ev=-7.968 relative_energy_kcal_mol=35.81 homo_lumo_gap_ha=0.3033 smiles=CC1(C)CCCC(C)(C)N1O.CC1(C)CCCC(C)(C)N1O.CC1(C)CCCC(C)(C)N1O.CC1(C)CCCC(C)(C)N1O.CO.CO.CO.CO.CO fmax_ha_per_bohr=0.0695
C 7.23488 11.26291 17.39794 0.846 1.348 -0.392
C 8.45250 10.72123 18.14176 -1.017 -0.578 1.834
C 8.08042 10.58275 19.65068 0.704 -0.534 -0.845
C 8.74063 9.30312 17.58833 1.208 -0.583 0.172
C 10.14581 8.70524 17.87106 0.226 0.477 -0.387
C 11.18043 9.80316 17.54373 -0.015 -0.562 -0.260
C 11.01517 11.16939 18.21923 0.077 -0.594 -0.451
C 11.54931 11.06691 19.63694 -0.790 -0.062 1.671
C 12.03442 12.11524 17.55013 -0.864 0.612 -0.629
N 9.58460 11.63215 18.00586 2.633 -0.511 -1.718
O 9.40543 12.95563 18.46984 -0.462 -0.419 0.984
H 7.48914 11.30566 16.33887 -0.305 -0.307 -0.213
H 6.26886 10.79214 17.58034 0.336 -0.300 0.068
H 7.16640 12.31549 17.67269 -0.382 0.067 0.179
H 8.91693 10.06315 20.11798 0.025 0.133 0.336
H 7.95610 11.56935 20.09707 -0.296 -0.203 0.101
H 7.22856 9.90680 19.72506 -0.285 0.402 0.302
H 8.02631 8.57783 17.97796 -0.442 0.374 0.025
H 8.63203 9.30556 16.50375 -0.063 0.164 -0.087
H 10.29621 8.12913 18.78407 -0.258 1.083 1.006
H 10.32449 7.82559 17.25270 -0.137 0.309 -0.983
H 11.15534 9.97076 16.46698 -0.232 0.002 -0.215
H 12.20376 9.47791 17.73116 0.061 -0.133 0.215
H 11.19621 11.90509 20.23766 0.061 0.243 0.007
H 12.63446 11.03493 19.73460 0.087 0.229 -0.536
H 11.24228 10.18407 20.19767 -0.412 -0.221 -0.222
H 13.05425 11.73074 17.56467 -0.210 -0.097 0.415
H 11.98218 13.08390 18.04720 0.392 0.087 0.219
H 11.83593 12.32474 16.49902 -0.399 -0.186 -0.222
H 9.71238 13.52644 17.76163 -0.155 -0.206 -0.422
C 14.65175 22.45270 19.53396 0.803 -0.849 -0.206
C 14.48340 21.51815 20.75451 0.344 -0.170 1.083
C 15.13919 22.06827 22.03979 0.762 0.579 -0.028
C 12.97603 21.37160 21.06838 -0.821 -0.657 0.214
C 12.55524 20.11150 21.85377 0.200 -0.158 -1.112
C 13.08598 18.85987 21.19946 1.714 0.429 -0.298
C 14.65402 18.91187 21.02734 -0.193 -0.365 0.435
C 15.24592 18.61140 22.43607 0.660 -0.044 -0.508
C 14.96104 17.83027 19.97294 -0.058 -0.009 0.180
N 15.14206 20.19290 20.43933 -3.557 0.352 -0.064
O 16.51360 20.27492 20.22680 0.030 -0.103 0.205
H 14.22356 21.99742 18.64094 -0.461 -0.103 0.125
H 14.28636 23.47677 19.61057 -0.062 -0.128 0.448
H 15.71186 22.46731 19.28088 0.177 0.419 0.215
H 14.57392 22.87604 22.50464 -0.173 -0.018 -0.063
H 15.33665 21.30048 22.78785 -0.432 -0.118 -0.068
H 16.13310 22.47650 21.85650 0.083 0.043 -0.322
H 12.58081 22.16655 21.70081 0.691 0.568 -0.042
H 12.35906 21.50111 20.17919 0.167 -0.501 -0.411
H 12.93507 20.19420 22.87209 -0.327 -0.078 0.121
H 11.47244 19.99568 21.80641 -0.143 0.471 0.584
H 12.64447 18.66243 20.22263 -0.213 0.325 -0.155
H 12.89660 17.97054 21.80057 -0.020 -0.029 0.120
H 15.08141 17.58672 22.76932 -0.388 -0.111 -0.160
H 14.86766 19.28235 23.20733 -0.080 -0.030 -0.103
H 16.33184 18.70476 22.42304 0.118 0.250 -0.102
H 15.96672 17.41409 20.03215 0.120 0.309 -0.239
H 14.73099 18.29724 19.01527 0.504 -0.028 -0.211
H 14.28269 16.97769 20.00509 -0.139 -0.111 0.492
H 16.51259 20.18180 19.27133 0.660 -0.022 -0.220
C 12.93106 17.91157 8.75530 0.850 0.588 -0.309
C 13.66439 18.91963 9.70014 0.025 -0.476 1.057
C 14.83626 19.65021 8.97797 -1.145 -1.599 0.002
C 12.59880 19.92741 10.23869 0.713 -0.260 -0.288
C 12.91641 20.64725 11.53292 0.463 -0.670 0.071
C 13.40355 19.63465 12.55302 0.141 1.192 1.334
C 14.54112 18.70970 12.16330 -0.350 -0.924 0.135
C 15.89992 19.43560 12.16262 -1.217 -0.074 -0.298
C 14.56957 17.58656 13.28000 -0.672 0.210 -0.977
N 14.17140 18.11254 10.83219 -1.341 -0.036 1.734
O 15.04663 17.08850 10.44105 0.832 0.303 -0.352
H 12.39158 18.47369 7.99301 0.083 -0.028 -0.205
H 13.68905 17.28314 8.28774 -0.003 0.116 -0.306
H 12.22360 17.20563 9.19033 -0.036 0.418 0.665
H 15.54775 20.02569 9.71342 -0.308 0.614 -0.399
H 15.33600 18.85084 8.43081 0.315 0.227 -0.212
H 14.36069 20.32378 8.26506 0.656 0.471 0.082
H 12.50982 20.67636 9.45177 -0.658 -0.175 -0.192
H 11.69188 19.34967 10.41707 -0.241 0.163 -0.328
H 13.65844 21.43782 11.42119 0.053 0.062 -0.248
H 12.00837 21.10358 11.92705 0.010 0.185 -0.088
H 12.55516 19.16047 13.04647 -0.096 -0.724 -0.524
H 13.79213 20.19801 13.40138 0.198 0.181 0.215
H 16.50927 18.91874 11.42124 0.546 0.114 0.472
H 16.25109 19.43469 13.19450 0.516 0.025 -0.275
H 15.71298 20.46131 11.84468 0.396 0.121 -0.030
H 13.59998 17.09545 13.19743 0.176 -0.843 -0.503
H 14.49372 17.87485 14.32844 0.531 1.086 -0.110
H 15.44620 16.94605 13.18320 -0.264 -0.285 -0.188
H 14.54726 16.27178 10.51311 -0.184 0.022 0.095
C 15.54698 12.53869 18.60919 0.738 -0.172 -0.272
C 15.90215 13.47631 19.81332 1.021 0.041 -1.420
C 16.82464 14.68008 19.34574 -0.301 -0.505 -0.231
C 14.55348 13.93235 20.35775 -0.069 1.323 0.736
C 14.71255 14.68445 21.68602 0.895 -1.076 -1.054
C 15.45392 13.75082 22.65736 -0.983 0.965 0.450
C 16.78773 13.06586 22.20657 0.163 0.158 0.737
C 17.90486 14.09764 22.49418 -0.035 0.972 -0.477
C 17.02210 11.80475 23.09563 -0.328 0.101 0.524
N 16.67555 12.66023 20.79809 -3.183 0.555 0.848
O 17.76984 12.03632 20.26503 1.194 0.063 -0.280
H 14.82392 12.89980 17.87784 -0.224 0.674 0.470
H 16.38879 12.28403 17.96529 0.441 0.080 0.325
H 15.15673 11.58338 18.96017 -0.082 0.016 0.324
H 17.70415 14.28044 18.84090 0.089 -0.246 0.179
H 16.39890 15.36652 18.61386 -0.550 -0.116 -0.020
H 17.18677 15.30257 20.16395 -0.176 -0.216 0.136
H 14.06885 14.65698 19.70342 0.274 -0.099 -0.755
H 13.83290 13.11643 20.41380 0.197 -0.304 0.350
H 15.30935 15.58504 21.54155 0.149 -0.013 -0.284
H 13.75232 15.07026 22.02837 -0.077 -0.410 0.459
H 14.69866 13.06214 23.03603 0.286 -0.447 -0.036
H 15.63544 14.47702 23.44969 0.602 -0.646 0.724
H 17.49294 15.08584 22.28949 0.146 0.186 -0.630
H 18.80658 13.95728 21.89812 -0.076 -0.136 -0.058
H 18.20813 14.27690 23.52568 -0.131 -0.923 0.292
H 16.09140 11.46714 23.55162 -0.248 -0.184 -0.411
H 17.62264 12.02164 23.97903 0.277 0.314 -0.166
H 17.49849 10.94437 22.62564 -0.021 0.227 -0.339
H 17.56857 11.10105 20.34482 0.041 -0.194 -0.130
C 10.77099 17.33476 14.93905 0.704 0.630 -0.153
O 9.62997 16.74309 14.39386 -0.579 -0.543 0.043
H 10.90323 18.33973 14.53822 -0.005 0.341 0.178
H 10.68328 17.40152 16.02345 -0.141 -0.055 -0.061
H 11.70233 16.82277 14.69703 -0.011 -0.382 0.047
H 9.77717 16.58769 13.45802 0.061 -0.066 -0.069
C 12.46899 20.43633 16.78389 0.244 0.506 -1.251
O 13.60226 19.74672 16.27440 -0.130 0.639 0.337
H 12.43482 20.45345 17.87322 -0.299 -0.193 0.014
H 12.49890 21.45932 16.40878 0.471 0.258 0.304
H 11.57664 20.08802 16.26381 -0.448 -0.536 0.650
H 13.51218 18.84157 16.58131 0.252 -0.526 -0.229
C 11.01492 15.97452 19.97368 0.149 -1.243 1.750
O 11.47132 16.40201 18.74399 -0.245 0.948 -1.302
H 11.53621 16.52331 20.75801 0.148 -0.185 -0.092
H 9.95337 16.04702 20.21023 -0.278 0.470 -0.586
H 11.23452 14.90756 20.01202 0.124 -0.234 0.731
H 10.89916 15.98082 18.09836 0.126 0.181 -0.439
C 11.89296 13.44667 13.33302 -0.392 -0.475 1.368
O 11.70577 14.42380 12.37583 0.223 0.778 -1.418
H 12.12990 13.93986 14.27575 0.277 -0.209 0.337
H 10.94221 12.93741 13.49059 0.074 -0.289 -0.049
H 12.67837 12.73605 13.07564 -0.067 -0.122 0.043
H 12.50916 14.42484 11.85032 -0.165 0.403 -0.217
C 13.64712 15.70968 16.32529 -0.526 0.485 0.408
O 13.43067 17.05744 16.83583 0.522 -1.056 -1.075
H 14.44975 15.21402 16.87139 0.023 -0.021 -0.021
H 12.73193 15.12075 16.38608 -0.169 -0.093 0.490
H 13.84585 15.67446 15.25415 0.404 0.758 0.085
H 13.10667 16.98743 17.73679 -0.265 -0.308 0.295